{
  "formula": "C11H15N",
  "method": "ωB97M-V/def2-TZVPD",
  "orbital_gap_ev": [2.54, 6.00],
  "homo_ev": [0.76, -2.74],
  "s_squared": 0.766,
  "relative_energy_kj_mol": 106.7,
  "charge": -1,
  "spin_multiplicity": 2,
  "species": ["C", "C", "H", "H", "H", "H", "H", "H", "C", "C", "C", "C", "C", "C", "C", "C", "C", "N", "H", "H", "H", "H", "H", "H", "H", "H", "H"],
  "positions_angstrom": [[-3.6153, -2.7244, -0.4934], [-3.6301, -2.0301, -1.8734], [-3.4580, -2.0767, 0.3696], [-4.6522, -3.0316, -0.3233], [-2.9127, -3.5513, -0.4749], [-3.8905, -2.6837, -2.7024], [-2.6220, -1.7121, -2.1418], [-4.3637, -1.2266, -1.8008], [4.0235, 1.2708, 1.6037], [1.6947, 1.1978, 0.5120], [2.9732, 0.5295, 0.8142], [0.8143, 0.1936, 0.0485], [2.8027, -0.7656, 0.4005], [-0.1106, 2.7975, 0.4408], [-0.8960, 1.9073, -0.2688], [1.2613, 2.4919, 0.7979], [-0.4763, 0.5505, -0.3890], [1.4879, -1.0063, -0.0191], [-0.4659, 3.8102, 0.2370], [-1.8289, 2.2686, -0.6670], [1.9477, 3.2975, 1.0273], [-1.2456, -0.1497, -0.7191], [4.0396, 0.6394, 2.5222], [3.5000, 2.1542, 1.9628], [3.4018, -1.6665, 0.3563], [1.1819, -1.8573, -0.4611], [5.0392, 1.3730, 1.2415]]
}

***

{
  "formula": "C38H30N2O28",
  "method": "ωB97M-V/def2-TZVPD",
  "orbital_gap_ev": 7.27,
  "homo_ev": -9.09,
  "smiles": "O=C1C=C(O)C(=O)C=C1O.O=C1C=C(O)C(=O)C=C1O.O=C1C=C(O)C(=O)C=C1O.O=C1C=C(O)C(=O)C=C1O.O=C1C=C(O)C(=O)C=C1O.O=C1C=C(O)C(=O)C=C1O.C[N+](=O)[O-].C[N+](=O)[O-]",
  "species": ["O", "C", "C", "C", "O", "C", "O", "C", "C", "O", "H", "H", "H", "H", "O", "C", "C", "C", "O", "C", "O", "C", "C", "O", "H", "H", "H", "H", "O", "C", "C", "C", "O", "C", "O", "C", "C", "O", "H", "H", "H", "H", "O", "C", "C", "C", "O", "C", "O", "C", "C", "O", "H", "H", "H", "H", "O", "C", "C", "C", "O", "C", "O", "C", "C", "O", "H", "H", "H", "H", "O", "C", "C", "C", "O", "C", "O", "C", "C", "O", "H", "H", "H", "H", "C", "N", "O", "O", "H", "H", "H", "C", "N", "O", "O", "H", "H", "H"],
  "positions_angstrom": [[-2.0799, 4.2577, -0.4478], [-2.4354, 3.7956, 0.6129], [-2.5376, 2.3681, 0.8638], [-2.8093, 1.8497, 2.0760], [-2.9332, 0.5311, 2.2406], [-2.9751, 2.7021, 3.2906], [-3.0152, 2.2558, 4.4126], [-3.0510, 4.1568, 3.0206], [-2.7228, 4.6449, 1.8128], [-2.7085, 5.9718, 1.5852], [-2.3769, 1.6133, 0.1032], [-3.0170, 0.3451, 3.1940], [-3.2819, 4.9294, 3.7421], [-2.0877, 6.1382, 0.8542], [1.2182, 4.7152, 7.7295], [1.0619, 4.0519, 6.7286], [1.7707, 2.8364, 6.3819], [1.4764, 2.1095, 5.2812], [2.0450, 0.9102, 5.0884], [0.5487, 2.5903, 4.2073], [0.2937, 1.9724, 3.2035], [-0.0087, 3.9087, 4.4638], [0.2023, 4.5804, 5.6032], [-0.2865, 5.8015, 5.7822], [2.3745, 2.3293, 7.1247], [1.6157, 0.5610, 4.2811], [-0.5440, 4.4272, 3.6814], [-0.0169, 6.1527, 6.6474], [0.2411, 0.2263, -3.6391], [-0.3204, 0.9422, -4.4443], [-0.4557, 0.4337, -5.8078], [-1.0096, 1.1463, -6.7957], [-0.9858, 0.6782, -8.0615], [-1.4268, 2.5751, -6.6756], [-1.8742, 3.2179, -7.5953], [-1.2193, 3.0889, -5.3174], [-0.7031, 2.4262, -4.2882], [-0.6310, 2.9867, -3.0877], [-0.1349, -0.5778, -6.0151], [-1.1074, 1.4093, -8.6854], [-1.4520, 4.1347, -5.1414], [-0.5264, 2.4180, -2.3091], [-0.5938, -2.8084, -4.4568], [0.1190, -3.4400, -3.7069], [0.9170, -4.5721, -4.1570], [1.6457, -5.3334, -3.3249], [2.3130, -6.4160, -3.7309], [1.6559, -5.0797, -1.8352], [2.3559, -5.7282, -1.0911], [0.8876, -3.9092, -1.3942], [0.2312, -3.1260, -2.2475], [-0.4646, -2.0558, -1.8312], [1.0058, -4.8037, -5.2113], [2.4178, -7.0420, -2.9995], [0.7418, -3.7614, -0.3304], [-0.9661, -1.6943, -2.5828], [7.4700, -4.2928, -1.3851], [6.3981, -3.9474, -0.9350], [5.2814, -3.4664, -1.7457], [4.3107, -2.7217, -1.2056], [3.4407, -2.0844, -2.0030], [4.0462, -2.6658, 0.2840], [3.0234, -2.2548, 0.7709], [5.1555, -3.2245, 1.0634], [6.2119, -3.8200, 0.5358], [7.2330, -4.2298, 1.3058], [5.3299, -3.6570, -2.8091], [2.7536, -1.6228, -1.4999], [5.0447, -3.2386, 2.1429], [7.9408, -4.5582, 0.7248], [-5.2572, -1.1500, 1.2094], [-4.7871, -0.4312, 0.3561], [-5.4270, 0.8270, -0.0155], [-4.9867, 1.5876, -1.0217], [-5.5696, 2.7776, -1.2723], [-3.7911, 1.2530, -1.8414], [-3.3822, 1.9078, -2.7710], [-3.0607, 0.1045, -1.3159], [-3.5166, -0.7084, -0.3520], [-2.8871, -1.8300, 0.0145], [-6.2771, 1.2056, 0.5366], [-5.3917, 3.0606, -2.1809], [-2.1325, -0.1632, -1.8074], [-3.4985, -2.3364, 0.5787], [1.7914, -3.0021, 4.0287], [0.4713, -2.5000, 3.4950], [-0.0247, -1.5346, 4.0403], [-0.0185, -3.1151, 2.5738], [2.0906, -3.7719, 3.3306], [1.4548, -3.3903, 4.9905], [2.4523, -2.1557, 4.1653], [0.2121, -0.0642, 0.6919], [0.9813, 0.5488, -0.4048], [0.4829, 1.4453, -1.0520], [2.0495, 0.0527, -0.6705], [-0.5029, -0.6526, 0.1084], [-0.2983, 0.7167, 1.2448], [0.8034, -0.7392, 1.2951]]
}

***

{
  "formula": "C7H9N3OS",
  "method": "ωB97M-V/def2-TZVPD",
  "orbital_gap_ev": [7.15, 7.14],
  "homo_ev": [-7.42, -7.42],
  "relative_energy_kj_mol": 454.4,
  "species": ["C", "C", "C", "C", "C", "C", "C", "N", "N", "N", "O", "S", "H", "H", "H", "H", "H", "H", "H", "H", "H"],
  "positions_angstrom": [[-2.6960, 1.1002, 0.0679], [-3.6937, 0.2187, -0.0803], [-1.3238, 0.5035, 0.0871], [-0.1456, 1.2014, -0.0676], [1.1210, 0.4133, 0.0259], [-1.3933, -0.9139, 0.2626], [1.9240, -2.9218, -0.2906], [1.1100, -0.8171, -0.3616], [0.0343, 2.4945, -0.4182], [2.2409, 1.2266, 0.5251], [2.1057, -1.5873, 0.1470], [-2.9807, -1.4376, -0.0296], [-2.8260, 2.1664, -0.1327], [-4.7538, 0.2870, 0.1404], [0.8996, -2.9822, -0.7100], [2.0085, -3.7000, 0.5935], [2.6233, -3.1952, -1.0973], [-0.4668, 3.1230, 0.0136], [0.9819, 2.7476, -0.6643], [2.1783, 1.5066, 1.5097], [3.0521, 0.5664, 0.4792]]
}

***

Computed E (eV) in order:
-13138.45811; -100192.49657; -24752.41833
Computed max |F| (hartree/bohr) in order:
0.0556; 0.0484; 0.1154